P.
Density functional theory data (ωB97M-V with the def2-TZVPD basis set) for C3H7NOS2 in the gas phase.

## Properties
Orbital gap   0.30884 Ha
Highest occupied orbital energy   -8.022 eV
2S+1   1
Structure (SMILES)   NC(=O)CCSS

Each atom is followed by the atoms it is bonded to, with distances in Å.
CARTESIAN COORDINATES (ANGSTROEM)
1 S -1.2440 -3.1058 -1.4506  S2 2.032, H8 1.370
2 S -0.2911 -1.3691 -1.9027  S1 2.032, C3 1.878
3 C 0.5387 -0.5470 -0.4320  S2 1.878, C4 1.600, H9 1.067, H10 1.093
4 C -0.5578 0.5766 -0.1234  C3 1.600, C5 1.530, H11 1.107, H12 1.092
5 C -0.0805 1.0138 1.2628  C4 1.530, N6 1.426, O7 1.204
6 N 0.9302 2.0202 1.2705  C5 1.426, H13 1.023, H14 1.016
7 O -0.4834 0.4797 2.2638  C5 1.204
8 H -1.7814 -3.4695 -2.6568  S1 1.370
9 H 0.6916 -1.1942 0.4030  C3 1.067
10 H 1.3863 0.0910 -0.6963  C3 1.093
11 H -1.5991 0.2120 -0.0310  C4 1.107
12 H -0.5115 1.3948 -0.8452  C4 1.092
13 H 1.2707 2.1576 2.2256  N6 1.023
14 H 1.7312 1.7400 0.7122  N6 1.016

Q.
Density functional theory data (ωB97M-V with the def2-TZVPD basis set) for C3H7NOS2 in the gas phase.

## Properties
Orbital gap   0.35177 Ha
Highest occupied orbital energy   -8.850 eV
2S+1   1
Structure (SMILES)   SCCO/C=N\S

Each atom is followed by the atoms it is bonded to, with distances in Å.
CARTESIAN COORDINATES (ANGSTROEM)
1 C 0.9123 1.0337 0.0701  C2 1.501, H5 1.047, H6 1.154, S13 1.812
2 C -0.3082 0.5377 0.7887  C1 1.501, H7 1.082, H8 1.122, O12 1.453
3 C -0.4175 -1.8400 0.6071  H9 1.097, N11 1.277, O12 1.336
4 H 2.3647 2.9164 -0.6198  S13 1.368
5 H 0.9007 0.5843 -0.8752  C1 1.047
6 H 1.8422 0.6712 0.6486  C1 1.154
7 H -0.5240 1.1797 1.6320  C2 1.082
8 H -1.1907 0.5425 0.0957  C2 1.122
9 H -0.0270 -2.7411 1.0958  C3 1.097
10 H -1.7413 -1.8793 -2.5592  S14 1.299
11 N -0.9323 -2.0500 -0.5420  C3 1.277, S14 1.721
12 O -0.1837 -0.7809 1.3870  C2 1.453, C3 1.336
13 S 1.0925 2.8262 -0.1251  C1 1.812, H4 1.368
14 S -1.7879 -1.0002 -1.6036  H10 1.299, N11 1.721

Of them, P has the highest stability.